(1)
# C9H9NS

One molecule with the formula C9H9NS (ωB97M-V with the def2-TZVPD basis set, the OMol25 dataset).

XYZ file:
```
20
Properties=species:S:1:pos:R:3:lowdin_charge:R:1
C -4.1638 -0.0517 2.0010 0.06
C -3.2992 -0.3801 1.2177 -0.54
S -2.3188 -0.7680 -0.1010 0.94
N -0.9506 0.5870 0.0647 -0.31
C -1.1761 1.5653 -0.9655 -0.18
C 0.3340 -0.0273 -0.0472 -0.32
C 1.4183 0.6470 0.5250 -0.03
C 2.7186 0.1356 0.4520 -0.09
C 3.0170 -0.9701 -0.3353 -0.06
C 1.8788 -1.7489 -0.7617 -0.08
C 0.6389 -1.2743 -0.6279 -0.09
H -4.8513 0.4595 2.5277 -0.01
H -0.3476 2.3932 -0.8184 0.13
H -1.4452 1.1566 -2.0019 0.10
H -2.0790 2.0372 -0.5860 0.06
H 1.2538 1.4560 1.1755 0.10
H 3.4418 0.5338 1.0513 0.07
H 4.0598 -1.3322 -0.4852 0.11
H 2.0380 -2.6475 -1.2849 0.09
H -0.1674 -1.7711 -0.9999 0.04
```

Summary:
SMILES: C#CSN(C)c1ccccc1
F_max, eV Å⁻¹: 3.8
Energy above the lowest of the compared OMol25 structures with the same formula, charge and spin, kcal per mole: 90.3
LUMO level, Eh: 0.00823
Charge: 0
Gap between HOMO and LUMO, eV: 8.9

---

(2)
# C17H33Cl2N3O9

A 6-piece molecular cluster, C17H33Cl2N3O9 overall (ωB97M-V with the def2-TZVPD basis set, the OMol25 dataset).

XYZ file:
```
64
Properties=species:S:1:pos:R:3:lowdin_charge:R:1
C 4.7682 -0.9935 -0.1563 -0.22
C 4.9284 -1.0254 -1.6515 -0.30
O 4.3554 0.1309 -2.0531 0.05
C 3.4112 0.4458 -1.1278 -0.55
O 2.4487 1.2496 -1.2409 0.07
O 3.6447 -0.2117 -0.0363 0.06
H 5.6581 -0.4895 0.2209 0.12
H 4.6708 -1.9704 0.3172 0.09
H 4.5209 -1.9243 -2.1140 0.08
H 5.9561 -0.9053 -1.9942 0.12
C 0.4660 -0.5745 1.2140 -0.16
C -0.8806 -0.8438 0.6364 -0.15
O -1.8297 0.1292 1.0643 0.05
C -1.1129 1.0935 1.7673 -0.38
O -1.6237 2.2004 2.1141 0.06
O 0.1749 0.5907 1.8757 0.05
H 1.1297 -0.5649 0.3494 0.11
H 0.6393 -1.4844 1.7885 0.13
H -1.2946 -1.7778 1.0165 0.12
H -0.8078 -0.9018 -0.4497 0.13
C -1.4643 1.3260 -6.9999 -0.01
C -1.4952 0.5080 -5.6683 -0.54
O -2.4891 0.3570 -4.9573 0.01
N -0.2351 0.1383 -5.3074 -0.02
C 0.1431 -0.7306 -4.1627 -0.07
H -0.5940 0.9726 -7.5530 0.06
H -1.2638 2.3627 -6.7294 0.08
H -2.4226 1.0993 -7.4673 0.08
H 0.4592 0.5424 -5.9195 0.11
H 0.1055 -1.6882 -4.6821 0.07
H -0.6166 -0.8555 -3.3911 0.07
H 1.0754 -0.3782 -3.7214 0.07
C -0.3361 4.8965 4.6898 0.00
C 0.8462 3.9973 4.2968 -0.52
O 1.8430 3.7617 4.9818 0.00
N 1.0111 3.7984 2.9532 -0.01
C 2.1723 3.2946 2.2299 -0.06
H -0.5715 4.6602 5.7275 0.08
H -1.2065 4.8341 4.0367 0.06
H 0.1078 5.8871 4.7885 0.08
H 0.1261 3.8332 2.4679 0.10
H 2.1432 2.2051 2.2145 0.07
H 3.1770 3.6524 2.4547 0.09
H 1.8400 3.4869 1.2097 0.08
C 1.0230 -4.5795 -1.3791 -0.12
C -0.0970 -5.0163 -0.4612 -0.65
O -0.6095 -4.1305 0.1628 0.03
N -0.4354 -6.2909 -0.3753 0.02
C -1.6022 -6.7508 0.4094 -0.08
H 1.0437 -5.3098 -2.1880 0.05
H 1.9812 -4.4370 -0.8795 0.03
H 0.6588 -3.6310 -1.7738 0.06
H 0.2799 -6.9340 -0.6832 0.12
H -1.3541 -7.6269 1.0087 0.07
H -2.5364 -6.9545 -0.1139 0.07
H -1.8875 -6.0239 1.1699 0.07
Cl -5.5595 4.6816 2.7170 0.57
C -4.4315 3.3596 2.9296 -0.72
C -5.0177 2.4599 3.9304 -0.62
Cl -4.3717 2.8840 5.6377 0.46
H -3.4069 3.5464 3.2511 0.05
H -4.4604 2.8635 1.9594 0.07
H -4.7035 1.4613 3.6268 0.07
H -6.0915 2.2949 4.0190 0.06
```

Summary:
F_max, eV Å⁻¹: 5.5
LUMO level (alpha / beta), Eh: 0.09011 / 0.08964
Charge: -1
Spin multiplicity: 2
Gap between HOMO and LUMO (alpha / beta), eV: 2.2 / 9.4

---

(3)
# C4H6P2

One molecule with the formula C4H6P2 (ωB97M-V with the def2-TZVPD basis set, the OMol25 dataset).

XYZ file:
```
12
Properties=species:S:1:pos:R:3:lowdin_charge:R:1
C -0.0938 -1.0515 -0.1791 -0.25
C -1.4729 -1.3987 -0.0830 -0.54
C 0.2744 0.2368 -0.1119 -0.49
C 1.6426 0.8022 -0.1556 -0.13
P -2.6742 -0.2205 0.1323 0.58
P -1.2996 1.4488 -0.0509 0.60
H 0.6297 -1.8522 -0.2693 0.10
H -1.7514 -2.4432 -0.1235 0.04
H 1.7516 1.4810 -1.0022 0.08
H 2.3795 0.0049 -0.2421 0.07
H 1.8445 1.3740 0.7518 0.08
H -1.2303 1.6184 1.3334 -0.14
```

Summary:
F_max, eV Å⁻¹: 5.2
Energy above the lowest of the compared OMol25 structures with the same formula, charge and spin, kcal per mole: 0.0
LUMO level (alpha / beta), Eh: 0.03484 / -0.08003
Charge: 0
Spin multiplicity: 3
Gap between HOMO and LUMO (alpha / beta), eV: 7.1 / 7.1

---

(4)
# H4S3

A 2-piece molecular cluster, H4S3 overall (ωB97M-V with the def2-TZVPD basis set, the OMol25 dataset).

XYZ file:
```
7
Properties=species:S:1:pos:R:3:lowdin_charge:R:1
S -2.4641 -1.8503 0.7855 0.22
S -1.4471 -1.6151 -1.1178 0.22
H -2.1050 -0.6260 1.2057 -0.22
H -1.8222 -2.7969 -1.6354 -0.22
S 3.7691 3.3412 0.3204 0.46
H 2.7795 2.8631 1.0873 -0.23
H 3.5067 2.4580 -0.6527 -0.23
```

Summary:
SMILES: SS.S
F_max, eV Å⁻¹: 1.0
Energy above the lowest of the compared OMol25 structures with the same formula, charge and spin, kcal per mole: 8.3
LUMO level, Eh: -0.00324
Charge: 0
Gap between HOMO and LUMO, eV: 8.7

---

(5)
# C13H16N4OS

One molecule with the formula C13H16N4OS (ωB97M-V with the def2-TZVPD basis set, the OMol25 dataset).

XYZ file:
```
35
Properties=species:S:1:pos:R:3:lowdin_charge:R:1
C -4.1114 1.3070 -1.9151 -0.05
C -3.2341 0.5911 -0.9335 -0.27
C -3.6585 0.4124 0.3803 -0.04
C -2.8712 -0.2641 1.2938 -0.06
C -1.6430 -0.7700 0.9091 -0.02
C -1.1924 -0.5774 -0.3926 -0.14
C 0.1564 -1.0959 -0.7354 -0.45
O 0.6284 -2.0970 -0.2292 0.06
N 0.8490 -0.3595 -1.6547 0.06
C 2.2767 -0.5306 -1.7605 -0.16
C 3.0245 0.4844 -0.8643 -0.08
C 2.3014 0.6601 0.4218 -0.33
N 1.4811 1.6428 0.6370 0.12
N 0.9736 1.4267 1.8738 0.03
C 1.4714 0.2933 2.4318 -0.87
S 1.1268 -0.3342 3.9040 0.59
N 2.3435 -0.1953 1.4848 -0.05
C 3.0400 -1.4425 1.6086 -0.03
C -1.9934 0.0989 -1.3078 0.00
H -4.3081 2.3235 -1.5762 0.08
H -5.0693 0.7971 -2.0069 0.08
H -3.6467 1.3515 -2.8968 0.07
H -4.6204 0.8021 0.6814 0.11
H -3.2140 -0.4021 2.3081 0.11
H -1.0207 -1.3075 1.6083 0.11
H 0.4911 0.5545 -1.8877 0.13
H 2.5899 -0.4085 -2.7997 0.12
H 2.4885 -1.5527 -1.4386 0.12
H 4.0458 0.1438 -0.6944 0.11
H 3.0487 1.4591 -1.3531 0.12
H 0.2934 2.0464 2.2790 0.15
H 3.0455 -1.7125 2.6648 0.06
H 2.5100 -2.2159 1.0475 0.09
H 4.0614 -1.3444 1.2434 0.10
H -1.6641 0.2154 -2.3312 0.12
```

Summary:
SMILES: Cc1cccc(C(=O)NCCc2n[nH]c(=S)n2C)c1
F_max, eV Å⁻¹: 1.1
Energy above the lowest of the compared OMol25 structures with the same formula, charge and spin, kcal per mole: 0.0
LUMO level, Eh: 0.02304
Charge: 0
Gap between HOMO and LUMO, eV: 8.5

---

(6)
# C2H4N2OS

One molecule with the formula C2H4N2OS (ωB97M-V with the def2-TZVPD basis set, the OMol25 dataset).

XYZ file:
```
10
Properties=species:S:1:pos:R:3:lowdin_charge:R:1
C 0.1618 0.8783 -0.0675 -0.24
C 1.1199 -0.2874 0.1619 -0.40
N -1.0713 0.8672 -0.2204 -0.27
N 0.6766 -1.5269 -0.0506 0.09
O -3.2564 0.0021 0.5413 -0.53
S -2.1826 -0.2834 -0.4489 0.88
H 0.6985 1.8599 0.1077 0.13
H 2.1093 -0.0152 -0.3393 0.15
H 1.2889 -0.0916 1.3457 0.16
H 0.4552 -1.4031 -1.0300 0.03
```

Summary:
F_max, eV Å⁻¹: 5.9
Energy above the lowest of the compared OMol25 structures with the same formula, charge and spin, kcal per mole: 122.8
LUMO level (alpha / beta), Eh: -0.04839 / -0.03800
Charge: 0
Gap between HOMO and LUMO (alpha / beta), eV: 7.1 / 8.8

---

(7)
# C6H4GdN2O5S

C6H4GdN2O5S as an isolated structure (ωB97M-V with the def2-TZVPD basis set, the OMol25 dataset).

XYZ file:
```
19
Properties=species:S:1:pos:R:3:lowdin_charge:R:1
O 0.0001 -0.0011 -5.4264 0.31
C 0.0001 -0.0007 -4.2638 0.02
Gd 0.0001 -0.0003 -2.1015 1.08
O -1.7117 -2.8858 -1.2335 0.26
C -1.1329 -1.9086 -1.3897 -0.08
C 1.1325 1.9089 -1.3905 -0.08
O 1.7111 2.8863 -1.2354 0.26
C -1.9106 1.1326 -1.3907 -0.08
O -2.8854 1.7123 -1.2354 0.26
C 1.9108 -1.1323 -1.3898 -0.08
O 2.8860 -1.7114 -1.2340 0.26
N 0.0002 1.1645 3.0599 0.17
C 0.0000 0.0000 2.4005 -0.76
N -0.0002 -1.1645 3.0598 0.17
S -0.0001 0.0002 0.6922 0.69
H 0.0001 1.2643 4.0749 0.16
H 0.0001 1.9988 2.4644 0.13
H -0.0001 -1.9988 2.4643 0.13
H -0.0001 -1.2643 4.0748 0.16
```

Summary:
F_max, eV Å⁻¹: 12.1
Energy above the lowest of the compared OMol25 structures with the same formula, charge and spin, kcal per mole: 0.0
LUMO level (alpha / beta), Eh: -0.52270 / -0.66484
Charge: +3
Spin multiplicity: 8
Gap between HOMO and LUMO (alpha / beta), eV: 6.2 / 2.4

---

(8)
# C4H9NO2

One molecule with the formula C4H9NO2 (ωB97M-V with the def2-TZVPD basis set, the OMol25 dataset).

XYZ file:
```
16
Properties=species:S:1:pos:R:3:lowdin_charge:R:1
C 1.5130 -0.0646 -1.1581 -0.08
N 1.7489 0.3421 0.2385 -0.06
C 1.1048 0.7873 1.3347 -0.14
O -0.2143 1.0108 1.3128 -0.13
C -1.1898 0.8200 0.2762 -0.18
C -1.7305 -0.6002 0.3440 -0.24
O -0.7378 -1.5856 0.1550 -0.07
H 1.9103 -1.0747 -1.3029 0.09
H 0.4611 -0.1036 -1.4115 0.05
H 2.0338 0.6159 -1.8417 0.08
H 2.7254 0.2530 0.4824 0.10
H -1.9927 1.5240 0.5179 0.13
H -0.8009 1.0847 -0.7093 0.11
H -2.2370 -0.7327 1.3112 0.13
H -2.4697 -0.7482 -0.4501 0.13
H -0.1245 -1.5281 0.9010 0.09
```

Summary:
F_max, eV Å⁻¹: 0.4
Energy above the lowest of the compared OMol25 structures with the same formula, charge and spin, kcal per mole: 85.0
LUMO level, Eh: 0.03037
Charge: 0
Gap between HOMO and LUMO, eV: 9.1

---

(9)
# C5H6O5S

A 2-piece molecular cluster, C5H6O5S overall (ωB97M-V with the def2-TZVPD basis set, the OMol25 dataset).

XYZ file:
```
17
Properties=species:S:1:pos:R:3:lowdin_charge:R:1
C -0.2513 1.6122 -0.5309 -0.02
C 0.5813 0.5694 -0.4456 -0.12
C 0.0490 2.9724 -1.2244 -0.79
C -1.2789 -1.0122 0.3894 -0.14
C 0.1473 -0.7049 0.1953 -0.46
O 1.2501 3.1408 -1.4544 -0.10
O 0.8406 -2.6610 1.8768 -0.52
O -0.8420 3.7994 -1.4701 -0.12
O 0.6522 -0.3577 2.7219 -0.49
O 0.8169 -2.0582 -1.2240 -0.38
S 1.2983 -1.2839 1.6635 0.79
H -1.2973 1.5069 -0.4405 0.06
H 1.5446 0.5846 -0.7512 0.06
H -1.2814 -1.9258 1.0687 0.08
H -1.5328 -0.0145 0.9167 0.09
H -1.7798 -1.2432 -0.5768 0.09
H 1.0832 -2.9243 -0.7144 -0.03
```

Summary:
F_max, eV Å⁻¹: 5.1
LUMO level (alpha / beta), Eh: 0.20320 / 0.15638
Charge: -2
Spin multiplicity: 3
Gap between HOMO and LUMO (alpha / beta), eV: 4.3 / 5.4

---

(10)
# C7H14N2O2

One molecule with the formula C7H14N2O2 (ωB97M-V with the def2-TZVPD basis set, the OMol25 dataset).

XYZ file:
```
25
Properties=species:S:1:pos:R:3:lowdin_charge:R:1
C 2.1456 0.6188 0.8232 -0.08
C 0.1038 1.0946 -0.3381 -0.15
C -0.8532 0.4133 0.6409 -0.32
C -1.0079 -1.0617 0.2872 -0.29
C 3.3778 -0.1444 0.8308 -0.12
C -2.1715 1.2189 0.7113 -0.04
C -1.3677 -1.3537 -1.2157 0.01
N 1.4565 0.5201 -0.2282 -0.16
N 0.1302 -1.7803 0.8422 -0.04
O 0.6323 -2.5861 0.1156 0.03
O 1.7070 -0.2920 -1.4983 -0.02
H -0.0107 1.1084 -1.4540 0.14
H -0.0084 2.2198 0.0023 0.15
H -0.2917 0.5613 1.6661 0.17
H -1.6633 -1.6270 1.0025 0.16
H 4.1353 0.3123 1.3883 0.05
H 3.7080 -0.6808 -0.1536 0.12
H 3.2534 -0.9896 1.4104 0.04
H -1.9428 2.3079 0.7751 0.10
H -2.6964 0.8314 1.5079 0.06
H -2.7104 1.2419 -0.1377 0.03
H -1.5602 -2.3170 -1.4307 0.05
H -0.5834 -1.1673 -1.8253 0.03
H -2.1455 -0.7808 -1.5528 0.06
H 1.6181 -1.1261 -1.0525 0.03
```

Summary:
F_max, eV Å⁻¹: 4.0
Energy above the lowest of the compared OMol25 structures with the same formula, charge and spin, kcal per mole: 3.5
LUMO level (alpha / beta), Eh: 0.03036 / -0.04089
Charge: 0
Spin multiplicity: 3
Gap between HOMO and LUMO (alpha / beta), eV: 8.8 / 7.3

---

(11)
# C25H23N2O7SiTa

C25H23N2O7SiTa as an isolated structure (ωB97M-V with the def2-TZVPD basis set, the OMol25 dataset).

XYZ file:
```
59
Properties=species:S:1:pos:R:3:lowdin_charge:R:1
Ta 0.0037 -0.2613 0.2111 1.89
O 2.8682 3.2670 4.4077 0.20
C 2.2949 2.6376 3.5767 -0.21
C 2.8804 2.1592 2.2214 -0.25
O 4.0141 2.2721 1.8507 0.17
C 1.7654 1.4195 1.6082 -0.25
C 0.6196 1.5027 2.3365 -0.27
O -0.4610 0.8892 1.8567 -0.18
C 0.8035 2.2117 3.6086 -0.26
O 0.0460 2.3048 4.5359 0.15
O 1.7357 0.6855 0.4990 -0.18
C -4.0344 -1.5929 -1.6394 -0.15
Si -2.5014 -2.2914 -0.8357 0.44
C -2.0504 -4.0304 -1.3245 -0.15
C -2.8837 -2.3036 0.9971 -0.19
N -1.1102 -1.1914 -1.1957 -0.24
C -0.9446 -0.8434 -2.5652 -0.29
C -1.5323 -1.4630 -3.6631 -0.04
C -1.3493 -0.9600 -4.9451 -0.06
C -0.5903 0.1759 -5.1629 -0.06
C 0.0130 0.8179 -4.0872 0.01
C -0.1762 0.2837 -2.8364 -0.18
O 0.3844 0.8409 -1.6614 -0.18
C 1.1517 2.0364 -1.7871 -0.29
C 0.5292 3.2263 -1.4827 0.00
C 1.2817 4.3928 -1.5555 -0.05
C 2.6161 4.3359 -1.9284 -0.06
C 3.2106 3.1166 -2.2322 -0.04
C 2.4749 1.9444 -2.1618 -0.01
H -4.9089 -2.0538 -1.1741 0.04
H -4.1196 -1.7361 -2.7139 0.03
H -4.0933 -0.5193 -1.4416 0.05
H -2.8375 -4.7100 -0.9878 0.05
H -1.1295 -4.3235 -0.8142 0.04
H -1.9046 -4.1940 -2.3907 0.03
H -3.8521 -2.8049 1.0785 0.05
H -3.0174 -1.3029 1.4196 0.03
H -2.1706 -2.8644 1.5972 0.02
H -2.1233 -2.3570 -3.5397 0.08
H -1.8138 -1.4686 -5.7788 0.12
H -0.4595 0.5685 -6.1611 0.11
H 0.6093 1.7072 -4.2307 0.13
H -0.5163 3.2413 -1.2004 0.13
H 0.8204 5.3422 -1.3207 0.11
H 3.1998 5.2447 -1.9789 0.11
H 4.2540 3.0761 -2.5124 0.12
H 2.9184 0.9805 -2.3730 0.14
O 0.0345 -1.8093 1.4902 -0.27
N 0.4389 -1.6380 2.7754 -0.14
C 1.7408 -1.8111 3.0535 0.02
C 2.1845 -1.6208 4.3409 0.01
C 1.2773 -1.2505 5.3260 0.00
C -0.0611 -1.0943 4.9994 0.01
C -0.4695 -1.2982 3.7002 0.01
H 2.3649 -2.0830 2.2150 0.16
H 3.2345 -1.7521 4.5573 0.13
H 1.6140 -1.0797 6.3391 0.13
H -0.7930 -0.7947 5.7344 0.14
H -1.4808 -1.1773 3.3458 0.14
```

Summary:
F_max, eV Å⁻¹: 0.8
Energy above the lowest of the compared OMol25 structures with the same formula, charge and spin, kcal per mole: 12.1
LUMO level (alpha / beta), Eh: -0.14344 / -0.14254
Charge: +1
Spin multiplicity: 2
Gap between HOMO and LUMO (alpha / beta), eV: 7.0 / 7.5

---

(12)
# C4H6OS4

One molecule with the formula C4H6OS4 (ωB97M-V with the def2-TZVPD basis set, the OMol25 dataset).

XYZ file:
```
15
Properties=species:S:1:pos:R:3:lowdin_charge:R:1
C -0.9626 -0.0310 -1.1882 -0.15
C 0.2559 0.1677 -1.6277 -0.13
C -1.1768 -0.0993 0.3201 -1.03
C 1.3070 0.2590 0.3665 -1.16
O 1.4436 0.3463 -0.9407 -0.16
S -1.4154 -1.7457 0.9985 0.66
S -1.6778 1.1511 1.3907 0.72
S 1.5152 1.7677 1.2543 0.79
S 2.0897 -1.1930 0.9829 0.72
H -1.7547 0.0169 -1.8764 0.09
H 0.3930 0.1162 -2.6398 0.10
H -2.3482 -2.1877 0.0149 -0.08
H -1.7588 0.4956 2.5472 -0.12
H 0.9544 2.4123 0.3201 -0.16
H 3.1355 -1.4760 0.0778 -0.08
```

Summary:
F_max, eV Å⁻¹: 4.0
Energy above the lowest of the compared OMol25 structures with the same formula, charge and spin, kcal per mole: 32.1
LUMO level (alpha / beta), Eh: -0.00289 / -0.00526
Charge: 0
Gap between HOMO and LUMO (alpha / beta), eV: 7.3 / 7.2